Here is 2 unconnected molecules or ions with the total composition C17H25N3O6P from the OMol25 dataset. Energies are from ωB97M-V/def2-TZVPD.

```
52
Properties=species:S:1:pos:R:3:forces:R:3
O -1.182760 0.855599 4.706804 0.238 -0.750 -0.876
C -1.101060 -0.281515 4.298179 -0.307 1.155 1.232
O -1.181066 -1.314290 5.197815 0.779 0.493 -1.600
C -0.963582 -0.459895 2.763262 -0.673 -0.578 -2.567
C -1.935741 0.318726 1.937953 1.981 -1.343 -0.844
C -1.867249 0.255078 0.492668 0.440 -0.259 2.502
N -0.886606 -0.531384 -0.130203 -0.556 -1.087 1.417
P -0.907616 -0.452661 -1.910544 0.491 4.031 -3.876
O -0.611152 0.961166 -2.242496 -0.352 -1.960 0.829
O -2.442949 -0.731346 -2.501790 2.493 -1.654 2.459
O 0.247723 -1.395753 -2.609759 -2.219 -0.175 2.465
C 0.017994 -1.294496 0.593416 -0.417 0.429 2.341
C 0.031395 -1.298620 2.073870 -1.096 0.948 -0.667
C 1.074132 -2.140053 2.886411 -0.333 -0.032 -1.125
C 2.573618 -1.950507 2.375094 -0.300 0.020 1.136
C 3.477081 -1.459426 3.598247 0.515 0.097 -0.996
C 4.542081 -0.447314 2.984066 0.012 -1.231 -0.328
N 3.944778 0.864582 2.718328 -0.398 1.400 -0.382
C 3.659028 1.388439 1.446817 -1.402 2.820 0.045
C 3.069024 2.724835 1.583951 0.997 -2.143 2.501
C 3.024561 3.006095 3.065524 1.182 -3.116 -1.272
C 3.585863 1.800651 3.691655 -1.129 2.190 -0.869
H -1.019259 -0.883658 6.067501 -0.391 -0.259 -0.451
H -2.692347 0.969117 2.431249 0.730 -0.646 -0.512
H -2.600778 0.841018 -0.109655 1.022 -0.712 0.216
H -2.755441 -1.601141 -2.168202 -0.336 0.353 -0.524
H 0.262062 -2.303734 -2.241681 0.167 0.168 -0.602
H 0.766549 -1.930238 0.052331 -0.917 0.901 0.404
H 0.949458 -1.878921 3.966840 0.229 -0.269 -1.021
H 0.819111 -3.228687 2.770089 -0.050 1.014 0.209
H 2.646644 -1.192336 1.546923 -0.258 -0.674 0.816
H 2.950288 -2.943668 1.989531 -0.303 1.172 0.385
H 3.974355 -2.354370 4.066809 -0.354 0.996 -0.435
H 2.882911 -0.940187 4.393926 0.425 -0.421 -0.792
H 5.486611 -0.405958 3.588872 -1.006 0.318 -0.427
H 4.819190 -0.874399 1.974645 -0.048 0.540 1.102
H 3.833976 0.912097 0.450293 0.122 0.064 1.470
H 2.714486 3.403879 0.777781 0.489 -0.839 0.739
H 2.643629 3.925493 3.574069 0.524 -1.182 -0.536
H 3.713897 1.609366 4.786623 -0.002 0.053 -1.364
C -4.012225 1.361431 -7.690342 0.002 0.041 -0.068
C -4.558632 0.291663 -6.781126 -0.375 -0.349 -0.117
O -5.422155 -0.489951 -7.143159 0.116 0.093 0.028
N -4.056908 0.212352 -5.515397 0.076 0.172 -0.256
C -3.038450 1.037525 -4.897688 -0.293 -0.376 0.147
H -4.507073 1.297350 -8.657287 -0.030 -0.103 0.140
H -4.204675 2.349389 -7.267952 0.174 0.013 -0.028
H -2.940503 1.217578 -7.839932 0.000 0.170 0.051
H -4.471211 -0.526754 -4.968060 -0.006 0.072 -0.061
H -2.217994 0.392601 -4.586306 0.180 0.329 -0.043
H -3.471389 1.515404 -4.016250 0.269 0.178 0.022
H -2.661625 1.799829 -5.573713 -0.101 -0.077 -0.015
```
Forces are in eV/Å.

## Properties
* net charge: +1
* molar mass: 398.376 g/mol
* energy relative to the best compared isomer or geometry (same formula, charge and spin): 70.8 kcal per mole
* total energy: -44071.692 eV
* E_LUMO: -0.2036 Ha
* HOMO-LUMO gap: 0.1812 Eh

---

Here is a single C17H25NO3 molecule from the OMol25 dataset. Energies are from ωB97M-V/def2-TZVPD.

```
46
Properties=species:S:1:pos:R:3:forces:R:3
C 2.479341 -0.199134 0.834953 -1.385 -0.684 0.046
C 1.525625 0.390356 -0.178242 1.747 2.147 -2.745
C 0.101500 0.082152 -0.039705 -2.713 0.431 -2.231
C -0.892826 0.291695 -1.015050 3.043 -0.663 2.402
C -2.349315 -0.029378 -0.904627 0.116 -0.988 -0.021
C -2.724449 -0.966730 0.275399 0.479 -0.086 0.210
C -4.185223 -1.397379 0.272648 -1.250 1.450 -2.134
O -4.914906 -0.961477 -0.616155 0.785 -0.809 1.423
N -4.682752 -2.249808 1.264741 1.615 0.301 -0.132
C -3.773329 -3.017141 2.159506 -1.244 0.651 -0.183
C -4.782911 -3.871133 2.929845 0.911 -1.065 0.583
C -6.135189 -3.221556 2.855751 0.450 -0.035 -0.336
C -6.008277 -2.323380 1.636277 -2.372 0.049 0.622
O -6.982924 -1.753181 1.202417 0.988 0.093 -0.508
C 2.032111 1.246469 -1.186584 -1.513 -2.073 3.359
C 3.477155 1.589262 -1.308874 -0.217 0.401 -0.816
C 3.727175 2.240400 -2.666831 1.265 -0.480 -0.955
C 5.192195 2.713153 -2.786990 -0.316 0.010 -0.647
C 5.457732 3.667502 -1.656739 1.300 0.395 0.909
C 5.214402 2.937234 -0.326739 -0.038 0.941 0.308
O 3.881201 2.477062 -0.262029 -0.583 -0.305 0.419
H 3.491970 0.060111 0.633418 0.703 0.029 -0.123
H 2.348813 -1.302716 0.926529 0.157 0.683 -0.127
H 2.219043 0.230307 1.797581 0.048 0.012 0.339
H -0.213893 -0.345617 0.909359 0.128 -0.053 -0.047
H -0.545885 0.717015 -1.957390 -0.266 -0.090 0.092
H -2.862418 0.923765 -0.850297 -0.530 0.041 0.042
H -2.649398 -0.517603 -1.851605 -0.085 0.324 0.440
H -2.091343 -1.868594 0.258052 -0.063 0.199 -0.120
H -2.474402 -0.483029 1.228586 -0.198 -0.045 -0.018
H -3.179043 -2.359146 2.797070 -0.083 0.063 -0.066
H -3.123489 -3.632379 1.560271 0.360 -0.136 -0.138
H -4.473930 -4.011573 3.955233 0.248 -0.125 0.275
H -4.759151 -4.856466 2.462971 -0.341 -0.046 0.056
H -6.319135 -2.566904 3.709005 -0.077 -0.012 -0.001
H -6.962974 -3.938636 2.778004 0.210 0.422 -0.147
H 1.342101 1.745673 -1.837747 -0.247 0.192 -0.258
H 3.998882 0.633367 -1.264857 0.710 0.005 0.136
H 3.081202 3.093004 -2.824584 -0.366 0.251 0.147
H 3.552193 1.538141 -3.495471 -0.294 -0.032 0.369
H 5.869944 1.846980 -2.641977 -0.272 0.298 -0.264
H 5.436578 3.179615 -3.785269 -0.424 -0.544 0.928
H 4.850484 4.606702 -1.668196 0.432 -0.766 -0.202
H 6.542269 3.914911 -1.690193 -0.611 0.314 0.123
H 5.353226 3.647052 0.535889 -0.246 -0.714 -0.756
H 5.912021 2.101035 -0.167356 0.035 0.047 -0.254
```
Forces are in eV/Å.

## Properties
* molar mass: 291.391 g/mol
* energy relative to the best compared isomer or geometry (same formula, charge and spin): 72.6 kcal per mole
* total energy: -25666.018 eV
* SMILES: CC(/C=C/CCC(=O)N1CCCC1=O)=C\[C@H]1CCCCO1
* E_LUMO: 0.0192 Ha
* HOMO-LUMO gap: 0.3180 Eh

---

Here is a molecular structure, C17H26Al2Br3ClF13LiNO5 from the OMol25 dataset. Energies are from ωB97M-V/def2-TZVPD.

```
69
Properties=species:S:1:pos:R:3:forces:R:3
C 4.313660 1.771908 -0.357230 -0.602 0.655 0.000
C 5.003909 3.195515 -0.014766 1.246 1.240 3.707
O 5.157726 3.501018 1.194108 -0.818 -1.400 -4.887
O 5.491211 4.107251 -1.002567 -2.121 -1.425 1.034
C 4.411799 4.656477 -1.813642 -0.119 -0.119 -1.237
C 3.327677 5.508782 -0.960528 -0.123 -0.916 -0.414
C 1.956921 4.688957 -0.814933 -2.775 -1.303 0.243
C 1.644121 3.916490 0.498092 -2.741 -0.320 -2.912
C 0.322631 3.102249 0.563139 2.095 2.543 -2.891
C -0.629831 3.089313 -0.674843 0.514 0.327 1.168
C -1.986399 2.157327 -0.543352 0.942 -0.250 2.366
C -1.395168 0.627254 -0.525384 0.155 1.152 -1.239
C -2.427970 -0.444794 -1.110057 -1.450 1.511 -0.862
F -2.334022 -0.546101 -2.543398 0.094 -0.002 3.746
F -3.759372 0.066724 -0.852615 2.663 -1.196 -0.575
C -2.351600 -1.891602 -0.414822 -2.422 -0.548 -1.451
F -2.767178 -2.841517 -1.418856 1.397 2.034 2.506
F -3.361670 -1.935054 0.585140 3.018 0.014 -1.788
C -0.894280 -2.310320 0.099844 0.964 -1.825 0.889
F 0.154552 -1.989050 -0.833047 -2.670 0.010 2.328
F -0.586724 -1.796953 1.414009 -0.816 -0.407 -3.430
C -0.819850 -3.933951 0.269944 1.009 -1.590 1.289
F -0.401406 -4.541239 -0.926327 -1.615 1.581 3.318
F -2.012787 -4.477835 0.809630 3.152 1.541 -1.988
F 0.188723 -4.161086 1.273053 -2.512 0.671 -2.650
N -0.325247 3.858947 -1.868649 4.180 0.480 4.620
C 0.896365 4.625338 -1.956900 0.713 -1.030 2.777
H 3.713988 1.478487 0.582347 1.018 0.512 -1.467
H 3.594539 1.879623 -1.244513 1.183 -0.429 1.198
H 5.103760 0.962147 -0.569670 -0.721 2.373 -0.022
H 4.909626 5.319690 -2.620578 -0.601 -1.122 1.576
H 3.932950 3.770571 -2.372355 0.361 1.471 0.736
H 3.159805 6.491087 -1.529232 0.199 -1.349 1.024
H 3.807060 5.731457 0.062363 -0.953 -0.205 -1.544
H 2.386974 3.958274 1.373581 -1.273 -0.074 -1.469
H 0.118868 2.540055 1.544306 0.203 0.766 -2.192
H -2.803290 2.327284 -1.432912 1.668 -0.185 2.546
H -2.416707 2.343264 0.523186 0.840 -0.044 -1.253
H -1.072485 0.441277 0.554161 -0.342 -0.387 -1.729
H -0.506554 0.657279 -1.269058 -1.318 -0.524 1.444
H -1.032120 3.814215 -2.649825 -0.725 -0.827 -0.096
H 1.059930 5.202340 -2.937617 -0.436 -1.402 1.844
O 1.530846 -6.501138 0.481423 0.472 -0.267 -0.065
H 0.789889 -5.915463 0.617912 -0.212 -0.050 0.099
F -7.969100 -5.177798 0.475475 0.770 1.212 -0.254
Al -6.597084 -4.081508 0.160084 2.966 -1.145 2.214
F -7.177720 -2.662613 -0.775226 -0.119 -0.900 -0.140
F -5.366681 -4.930911 -0.777933 -2.149 1.438 0.819
F -5.909622 -3.537390 1.691173 -1.272 -0.520 -2.330
O -1.409061 3.498841 3.230450 -0.150 -0.031 0.338
H -2.268688 3.984336 3.242648 0.106 -0.116 0.020
H -1.534482 2.552374 2.982364 -0.200 0.188 0.084
H -0.934565 3.585832 4.091468 -0.200 -0.008 -0.083
Br 3.548205 -7.561051 4.591346 0.062 -0.045 0.046
C 2.442871 -8.296675 3.162571 0.024 0.319 -0.193
C 1.046278 -8.591503 3.648198 -0.070 -0.255 -0.100
Br 0.995362 -10.225650 4.711260 -0.042 0.104 0.058
H 2.961366 -9.175458 2.779163 -0.148 0.070 0.152
H 2.425627 -7.524676 2.390489 -0.166 -0.113 0.012
H 0.379192 -8.780380 2.805680 0.172 0.073 0.014
H 0.627996 -7.797191 4.266729 0.159 -0.086 -0.093
O 1.437793 7.387407 -3.356959 0.063 0.438 -0.224
H 1.746130 7.962374 -2.616361 -0.092 0.003 -0.196
H 2.150575 7.248278 -4.025548 -0.152 0.208 0.029
H 0.617585 7.747265 -3.775045 0.132 0.038 0.005
Br -9.058640 -6.868122 -0.172782 -0.086 -0.273 -0.156
Cl -2.421872 2.556055 -3.001626 -0.333 0.707 -4.279
Li 5.071429 -0.657085 -0.424292 0.045 -1.188 0.133
Al -7.895764 -3.159251 -2.491885 -0.040 0.198 -0.174
```
Forces are in eV/Å.

## Properties
* net charge: +3
* molar mass: 907.441 g/mol
* total energy: -301115.915 eV
* E_LUMO: -0.3497 Ha
* HOMO-LUMO gap: 0.0506 Eh

---

Q: Which of these has the highest HOMO-LUMO gap?
A: C17H25NO3